The following is a DFT calculation (ωB97M-V/def2-TZVPD) of 5 unconnected molecules or ions with the total composition C17H30N9O3PS in a non-equilibrium geometry.

Summary:
* SMILES string: NC(N)(N)CP(CCSc1nnco1)CCC(=O)O.CC#N.CC#N.CC#N.CC#N

Positions of all 61 atoms, in Å:
1 N 2.239 1.236 4.813
2 C 2.340 -0.015 4.091
3 N 3.244 0.130 2.945
4 N 2.901 -1.028 5.054
5 C 1.014 -0.607 3.660
6 P -0.095 0.391 2.521
7 C -0.773 -0.946 1.431
8 C -2.088 -0.535 0.779
9 S -3.522 -0.807 1.881
10 C -3.579 0.771 2.661
11 N -3.996 1.781 2.021
12 N -3.862 2.850 2.898
13 C -3.403 2.392 3.960
14 O -3.194 1.051 3.897
15 C 0.882 1.403 1.339
16 C 1.450 2.678 1.919
17 C 0.413 3.483 2.673
18 O -0.544 3.985 2.123
19 O 0.570 3.657 4.025
20 H 2.876 1.228 5.600
21 H 1.316 1.276 5.225
22 H 4.111 0.553 3.248
23 H 3.452 -0.796 2.601
24 H 3.795 -0.700 5.391
25 H 3.015 -1.911 4.575
26 H 0.433 -0.829 4.543
27 H 1.256 -1.530 3.137
28 H -0.943 -1.795 2.079
29 H -0.031 -1.184 0.672
30 H -2.099 0.521 0.534
31 H -2.260 -1.093 -0.128
32 H -3.178 2.988 4.816
33 H 1.635 0.809 0.837
34 H 0.178 1.702 0.566
35 H 1.758 3.309 1.092
36 H 2.331 2.523 2.528
37 H 1.519 3.655 4.195
38 C 1.265 0.803 -3.070
39 C 1.795 0.107 -1.914
40 N 2.215 -0.436 -0.994
41 H 1.812 0.547 -3.977
42 H 0.218 0.553 -3.234
43 H 1.329 1.884 -2.946
44 C 4.520 0.686 -5.954
45 C 3.366 1.534 -6.212
46 N 2.456 2.202 -6.412
47 H 5.443 1.190 -6.234
48 H 4.585 0.427 -4.898
49 H 4.457 -0.240 -6.524
50 C -4.051 -1.507 -3.393
51 C -2.805 -0.852 -3.033
52 N -1.823 -0.334 -2.748
53 H -3.875 -2.499 -3.803
54 H -4.701 -1.620 -2.527
55 H -4.594 -0.931 -4.141
56 C -3.162 -5.529 -6.031
57 C -4.068 -4.996 -5.027
58 N -4.783 -4.575 -4.236
59 H -3.666 -5.641 -6.989
60 H -2.309 -4.868 -6.175
61 H -2.784 -6.506 -5.733

The following is a DFT calculation (ωB97M-V/def2-TZVPD) of a molecular structure, C17H30O11S3 in a non-equilibrium geometry.

Positions of all 61 atoms, in Å:
1 C 4.385 0.850 0.108
2 C 4.729 -0.010 -1.070
3 O 5.431 -0.983 -1.045
4 O 4.122 0.420 -2.209
5 C 3.601 -0.589 -3.069
6 C 2.701 -1.593 -2.376
7 C 1.272 -1.189 -1.924
8 C 0.575 -0.001 -2.596
9 C 0.760 1.308 -1.843
10 C 0.521 2.640 -2.653
11 O 1.890 1.957 -2.163
12 C 0.362 -2.423 -2.177
13 O 0.676 -3.295 -1.071
14 S 0.503 -2.339 0.184
15 O -0.858 -1.956 0.360
16 O 1.244 -2.892 1.256
17 O 1.276 -1.115 -0.466
18 H 4.223 1.877 -0.214
19 H 5.191 0.824 0.834
20 H 3.446 0.492 0.533
21 H 3.059 -0.058 -3.850
22 H 4.407 -1.129 -3.567
23 H 3.205 -2.009 -1.506
24 H 2.591 -2.425 -3.073
25 H 0.936 0.165 -3.607
26 H -0.500 -0.184 -2.555
27 H 0.360 1.316 -0.833
28 H 1.003 3.362 -3.305
29 H 0.139 2.051 -3.528
30 H 0.493 -2.903 -3.140
31 H -0.695 -2.170 -2.089
32 C -1.018 -4.287 4.270
33 C -1.220 -4.894 2.876
34 C -1.910 -6.250 3.062
35 S -2.870 -6.120 4.580
36 O -2.326 -7.032 5.554
37 O -4.278 -6.133 4.275
38 C -2.348 -4.457 4.996
39 H -0.725 -3.240 4.215
40 H -0.233 -4.829 4.802
41 H -1.853 -4.232 2.281
42 H -0.275 -5.002 2.347
43 H -2.589 -6.497 2.250
44 H -1.195 -7.058 3.202
45 H -2.282 -4.373 6.078
46 H -3.106 -3.775 4.612
47 C -1.752 6.587 0.636
48 C -3.039 5.757 0.514
49 C -3.430 5.733 -0.968
50 S -1.893 5.908 -1.894
51 O -1.923 7.158 -2.610
52 O -1.586 4.679 -2.576
53 C -0.826 6.086 -0.467
54 H -1.294 6.481 1.617
55 H -1.976 7.644 0.481
56 H -2.850 4.740 0.862
57 H -3.843 6.167 1.122
58 H -3.903 4.802 -1.268
59 H -4.064 6.575 -1.240
60 H -0.020 6.771 -0.718
61 H -0.423 5.098 -0.242

The following is a DFT calculation (ωB97M-V/def2-TZVPD) of a molecular structure, C17H31AsF6NO7P2Zr.

Summary:
* total charge: +2
* ⟨S²⟩: 0.770
* 2S+1: 2
* energy relative to the best compared isomer or geometry (same formula, charge and spin): 0.0767 eV

Positions of all 66 atoms, in Å:
1 Zr -1.215 -1.414 1.517
2 F -2.537 -2.041 -0.068
3 P -2.810 -3.817 0.444
4 F -2.134 -4.163 -0.907
5 F -3.196 -3.068 1.832
6 F -4.246 -3.718 -0.104
7 F -2.830 -5.226 1.045
8 F -1.162 -3.534 1.061
9 C -3.976 1.286 0.160
10 As -2.094 0.933 -0.120
11 C -1.300 2.694 -0.054
12 C -2.042 0.306 -2.072
13 C -2.319 1.447 -2.909
14 C -3.666 1.789 -3.247
15 C -3.920 2.865 -4.045
16 C -2.846 3.647 -4.524
17 C -1.508 3.331 -4.199
18 C -1.248 2.258 -3.400
19 H -4.350 2.045 -0.525
20 H -4.087 1.652 1.181
21 H -4.543 0.363 0.055
22 H -1.837 3.390 -0.696
23 H -0.246 2.649 -0.315
24 H -1.392 3.020 0.983
25 H -2.823 -0.453 -2.069
26 H -1.049 -0.125 -2.188
27 H -4.474 1.165 -2.887
28 H -4.933 3.119 -4.325
29 H -3.052 4.501 -5.156
30 H -0.704 3.937 -4.594
31 H -0.232 1.986 -3.146
32 C 3.025 -3.276 1.106
33 C 2.807 -2.306 2.247
34 C 4.048 -2.109 3.091
35 C 1.610 -2.674 3.106
36 O 2.585 -0.944 1.629
37 P 1.290 -0.338 1.067
38 O 0.226 -0.009 2.148
39 O 0.455 -1.348 0.222
40 O 1.649 0.943 0.294
41 C 2.922 1.302 -0.438
42 C 2.531 2.538 -1.222
43 C 3.991 1.618 0.588
44 C 3.290 0.146 -1.346
45 H 3.198 -4.272 1.515
46 H 3.903 -2.996 0.525
47 H 2.155 -3.322 0.451
48 H 4.342 -3.063 3.526
49 H 3.864 -1.401 3.898
50 H 4.871 -1.746 2.477
51 H 1.862 -3.534 3.726
52 H 0.762 -3.001 2.488
53 H 1.322 -1.858 3.767
54 H 2.231 3.344 -0.551
55 H 1.714 2.315 -1.910
56 H 3.383 2.880 -1.808
57 H 3.628 2.355 1.305
58 H 4.853 2.041 0.074
59 H 4.315 0.727 1.121
60 H 2.490 -0.068 -2.057
61 H 3.508 -0.754 -0.772
62 H 4.187 0.403 -1.910
63 O -2.608 -0.201 2.669
64 N -2.073 -0.577 3.797
65 O -2.150 0.037 4.787
66 O -1.413 -1.679 3.664

no.,electronic energy (hartree)
1,-2123.77760
2,-2687.76939
3,-4812.35125